(1)
The following is a DFT calculation (ωB97M-V with the def2-TZVPD basis set) of the ion CIN4S with charge -1.

Its molar mass is 227.0 g/mol. As for the largest force on an atom: 3.82 eV Å⁻¹. As for the total charge: -1. As for the multiplicity: 1. The energy above the lowest of the compared OMol25 structures with the same formula, charge and spin comes out at 166.1 kJ/mol. For the HOMO energy, the calculation gives -3.9 eV.

Each atom is followed by the atoms it is bonded to, with distances in Å.
Geometry (Å):
1 C -1.27 0.84 -0.04  N3 1.198, S6 1.591
2 N 0.73 -1.20 0.03  N4 1.235, N5 1.268, I7 2.618
3 N -1.32 -0.35 -0.11  C1 1.198, N4 1.383
4 N -0.48 -1.44 0.07  N2 1.235, N3 1.383
5 N 1.11 0.01 0.00  N2 1.268, I7 2.036
6 S -1.91 2.30 0.04  C1 1.591
7 I 3.14 -0.17 0.01  N2 2.618, N5 2.036


(2)
The following is a DFT calculation (ωB97M-V with the def2-TZVPD basis set) of a cluster of 2 separate species, C5H10N2O in total.

Its molar mass is 114.1 g/mol. As for the largest force on an atom: 4.84 eV Å⁻¹. As for the total charge: +1. As for the multiplicity: 2. The energy above the lowest of the compared OMol25 structures with the same formula, charge and spin comes out at 915.8 kJ/mol. Its expectation value of S² is 0.898. For the HOMO energy (alpha / beta), the calculation gives -13.9 / -13.6 eV.

Each atom is followed by the atoms it is bonded to, with distances in Å.
Geometry (Å):
1 O -2.14 1.48 0.43  C2 1.221
2 C -2.32 0.63 -0.43  O1 1.221, C3 1.433, H9 1.106
3 C -1.24 0.07 -1.18  C2 1.433, C4 1.498, H10 1.096
4 C 0.16 0.30 -0.69  C3 1.498, C5 1.513, H11 1.085, H12 1.114
5 C 0.70 -0.43 0.52  C4 1.513, C6 1.880, N7 1.546, H13 1.270, H14 1.106
6 C -0.49 -1.87 0.76  C5 1.880, N7 1.336, H15 1.118, H16 1.076
7 N 0.81 -1.97 0.46  C5 1.546, C6 1.336
8 N 2.48 1.36 0.24  H17 1.007, H18 1.010
9 H -3.33 0.29 -0.70  C2 1.106
10 H -1.52 -0.64 -1.96  C3 1.096
11 H 0.82 0.13 -1.53  C4 1.085
12 H 0.11 1.38 -0.44  C4 1.114
13 H 1.82 0.17 0.52  C5 1.270
14 H 0.36 -0.03 1.49  C5 1.106
15 H -1.12 -2.44 0.04  C6 1.118
16 H -0.87 -1.77 1.76  C6 1.076
17 H 2.77 1.53 1.19  N8 1.007
18 H 3.01 1.82 -0.49  N8 1.010


(3)
The following is a DFT calculation (ωB97M-V with the def2-TZVPD basis set) of a cluster of 10 separate species, C14H37FN10O22S in total.

Its molar mass is 748.6 g/mol. As for the structure (SMILES): NCCC[C@H](OC=O)S(=O)(=O)F.C[N+](=O)[O-].C[N+](=O)[O-].C[N+](=O)[O-].C[N+](=O)[O-].C[N+](=O)[O-].C[N+](=O)[O-].C[N+](=O)[O-].C[N+](=O)[O-].C[N+](=O)[O-]. As for the largest force on an atom: 9.53 eV Å⁻¹. As for the total charge: 0. As for the multiplicity: 1. For the HOMO energy, the calculation gives -8.7 eV.

Each atom is followed by the atoms it is bonded to, with distances in Å.
Geometry (Å):
1 N 3.88 -1.86 -2.38  C2 1.535, H13 1.050, H14 1.044
2 C 3.44 -1.12 -3.65  N1 1.535, C3 1.659, H15 1.193, H16 1.170
3 C 1.96 -0.41 -3.42  C2 1.659, C4 1.655, H17 1.192, H18 1.194
4 C 0.77 -1.07 -4.35  C3 1.655, C5 1.648, H19 1.194, H20 1.177
5 C -0.54 -1.43 -3.41  C4 1.648, O6 1.476, S9 1.873, H21 1.190
6 O -1.56 -2.22 -4.13  C5 1.476, C7 1.499
7 C -1.60 -3.55 -3.45  O6 1.499, O8 1.354, H22 1.188
8 O -1.44 -4.72 -4.11  C7 1.354
9 S -1.19 0.12 -2.58  C5 1.873, O10 1.571, O11 1.548, F12 1.745
10 O -0.65 1.46 -3.21  S9 1.571
11 O -2.73 0.24 -2.51  S9 1.548
12 F -0.55 0.11 -0.95  S9 1.745
13 H 3.58 -2.86 -2.47  N1 1.050
14 H 3.45 -1.43 -1.53  N1 1.044
15 H 4.19 -0.22 -3.90  C2 1.193
16 H 3.31 -1.87 -4.54  C2 1.170
17 H 1.98 0.76 -3.65  C3 1.192
18 H 1.63 -0.48 -2.27  C3 1.194
19 H 1.15 -2.12 -4.78  C4 1.194
20 H 0.49 -0.40 -5.28  C4 1.177
21 H -0.14 -2.13 -2.54  C5 1.190
22 H -1.82 -3.61 -2.28  C7 1.188
23 C -2.70 0.65 1.15  N24 1.488, H27 1.092, H28 1.092, H29 1.092
24 N -2.53 -0.01 2.46  C23 1.488, O25 1.237, O26 1.237
25 O -1.71 -0.94 2.53  N24 1.237
26 O -3.22 0.41 3.40  N24 1.237
27 H -2.04 0.18 0.42  C23 1.092
28 H -3.75 0.53 0.85  C23 1.092
29 H -2.45 1.71 1.27  C23 1.092
30 C 0.83 1.20 2.64  N31 1.488, H34 1.092, H35 1.092, H36 1.092
31 N 2.24 1.14 2.17  C30 1.488, O32 1.237, O33 1.237
32 O 2.48 0.42 1.19  N31 1.237
33 O 3.07 1.82 2.79  N31 1.237
34 H 0.22 0.55 2.00  C30 1.092
35 H 0.82 0.84 3.67  C30 1.092
36 H 0.50 2.24 2.57  C30 1.092
37 C 4.36 4.30 4.25  N38 1.488, H41 1.092, H42 1.092, H43 1.092
38 N 4.57 5.64 4.86  C37 1.488, O39 1.237, O40 1.237
39 O 5.54 6.30 4.46  N38 1.237
40 O 3.75 6.00 5.72  N38 1.237
41 H 5.15 4.12 3.51  C37 1.092
42 H 4.41 3.56 5.05  C37 1.092
43 H 3.38 4.30 3.77  C37 1.092
44 C 2.63 -6.58 -3.72  N45 1.488, H48 1.092, H49 1.092, H50 1.092
45 N 3.36 -5.30 -3.54  C44 1.488, O46 1.237, O47 1.237
46 O 3.41 -4.83 -2.39  N45 1.237
47 O 3.87 -4.80 -4.55  N45 1.237
48 H 2.24 -6.90 -2.75  C44 1.092
49 H 1.81 -6.40 -4.42  C44 1.092
50 H 3.34 -7.31 -4.11  C44 1.092
51 C -2.05 -4.84 2.55  N52 1.488, H55 1.092, H56 1.092, H57 1.092
52 N -2.27 -4.72 1.08  C51 1.488, O53 1.237, O54 1.237
53 O -1.53 -3.94 0.47  N52 1.237
54 O -3.17 -5.41 0.59  N52 1.237
55 H -1.23 -4.18 2.84  C51 1.092
56 H -2.98 -4.55 3.05  C51 1.092
57 H -1.80 -5.89 2.76  C51 1.092
58 C 0.18 5.31 5.91  N59 1.488, H62 1.092, H63 1.092, H64 1.092
59 N 0.35 4.60 4.62  C58 1.488, O60 1.237, O61 1.237
60 O 1.50 4.51 4.16  N59 1.237
61 O -0.67 4.14 4.10  N59 1.237
62 H 1.16 5.66 6.25  C58 1.092
63 H -0.49 6.16 5.73  C58 1.092
64 H -0.25 4.61 6.63  C58 1.092
65 C -3.35 7.17 3.68  N66 1.488, H69 1.092, H70 1.092, H71 1.092
66 N -1.98 7.29 4.24  C65 1.488, O67 1.237, O68 1.237
67 O -1.04 7.29 3.44  N66 1.237
68 O -1.88 7.37 5.47  N66 1.237
69 H -3.28 7.10 2.60  C65 1.092
70 H -3.80 6.26 4.10  C65 1.092
71 H -3.91 8.06 3.98  C65 1.092
72 C -6.73 -1.35 2.12  N73 1.488, H76 1.092, H77 1.092, H78 1.092
73 N -5.54 -0.89 1.35  C72 1.488, O74 1.237, O75 1.237
74 O -4.62 -1.70 1.19  N73 1.237
75 O -5.56 0.28 0.94  N73 1.237
76 H -6.57 -2.38 2.42  C72 1.092
77 H -6.83 -0.70 2.99  C72 1.092
78 H -7.60 -1.26 1.46  C72 1.092
79 C 1.78 -3.14 -7.88  N80 1.488, H83 1.092, H84 1.092, H85 1.092
80 N 2.52 -1.86 -7.70  C79 1.488, O81 1.237, O82 1.237
81 O 2.57 -1.39 -6.56  N80 1.237
82 O 3.02 -1.36 -8.72  N80 1.237
83 H 1.39 -3.46 -6.91  C79 1.092
84 H 0.97 -2.96 -8.59  C79 1.092
85 H 2.49 -3.87 -8.28  C79 1.092


(4)
The following is a DFT calculation (ωB97M-V with the def2-TZVPD basis set) of an isolated molecule of C5H8O2.

Its molar mass is 100.1 g/mol. As for the structure (SMILES): C1OC[C@@H]2C[C@H]2O1. As for the largest force on an atom: 9.12 eV Å⁻¹. As for the total charge: 0. As for the multiplicity: 1. The energy above the lowest of the compared OMol25 structures with the same formula, charge and spin comes out at 568.8 kJ/mol. For the HOMO energy, the calculation gives -8.5 eV.

Each atom is followed by the atoms it is bonded to, with distances in Å.
Geometry (Å):
1 C 1.60 -0.85 0.07  H6 1.182, H7 1.184, O14 1.466, O15 1.547
2 C 0.33 1.34 0.04  C3 1.333, H8 1.083, H9 1.134, O14 1.512
3 C -0.60 0.62 -0.58  C2 1.333, C4 1.705, C5 1.597, H10 1.050
4 C -1.94 -0.26 0.00  C3 1.705, C5 1.413, H11 1.076, H12 1.227
5 C -0.63 -0.72 0.29  C3 1.597, C4 1.413, H13 1.023, O15 1.457
6 H 1.69 -1.10 1.22  C1 1.182
7 H 2.50 -1.32 -0.54  C1 1.184
8 H 0.25 1.45 1.11  C2 1.083
9 H 0.62 2.40 -0.25  C2 1.134
10 H -0.50 0.26 -1.56  C3 1.050
11 H -2.53 0.36 0.65  C4 1.076
12 H -2.35 -0.82 -1.01  C4 1.227
13 H -0.36 -0.33 1.19  C5 1.023
14 O 1.60 0.58 -0.26  C1 1.466, C2 1.512
15 O 0.32 -1.61 -0.36  C1 1.547, C5 1.457